The following is a quantum chemistry calculation of a 4-piece molecular cluster, C60H55I2N2O12P overall in a non-equilibrium geometry, from the Open Molecules 2025 dataset.

Geometry as ORCA input:
```
! wB97M-V def2-TZVPD RIJCOSX def2/J DEFGRID3
* xyz 0 1
H -4.8269 0.3253 -4.6954
O -2.1760 -2.8601 -5.8864
H 4.4155 -0.6647 2.0991
H 0.0296 4.1220 0.9371
H -5.0396 1.9826 -4.2012
H -0.2181 0.6317 -1.0576
C -0.7740 -4.7614 -3.3468
C 2.4796 1.0900 -2.9219
H 4.3927 10.0241 -5.1752
O 0.2425 5.9333 -3.5411
C -1.8457 -4.0739 3.9085
C 1.8754 7.7847 -4.8557
C 0.7179 4.8021 0.4524
C 5.2642 2.8327 4.1813
O 2.3120 -1.5699 -4.4932
C 3.7513 9.2832 -4.7169
H 2.5055 -1.8757 -5.3908
I -4.2369 -6.0906 -2.6181
C 1.3522 1.5218 2.9791
O 1.6841 -2.6837 -3.8625
C 3.4171 7.5282 -1.4097
H -3.0929 -4.4965 -4.3779
H 0.3037 -3.5500 -5.1256
H -0.3346 4.7827 -1.4164
C 2.4787 6.5604 -0.7758
N -3.3370 0.9863 -3.3708
H -1.0987 0.2981 -3.6083
C 3.7297 1.1190 3.0658
H 0.1967 0.0487 1.9440
H -3.9730 -2.3930 -2.5087
H -3.7884 -6.5780 10.7774
O -0.6807 -1.8215 -1.2842
H -2.0815 -0.1733 -0.5036
H 2.1512 -1.3398 1.3638
H 5.7564 6.2682 5.8675
H -1.4808 -5.2046 -2.6545
H 7.3840 2.6076 4.3554
C -3.7995 -4.2016 -3.6263
C 1.6667 0.2027 -1.9845
C -2.0067 -4.4359 8.8561
H 1.0584 7.3489 -5.4132
C 0.1828 0.5667 -2.0652
N -0.6122 -0.2940 -2.9593
H 0.5009 2.1412 3.2258
H 1.1843 -5.4471 -4.0922
C 4.3438 4.8884 5.0449
H 1.8545 -0.8485 -2.1652
C 5.6156 5.3030 5.3998
C 4.1621 3.6514 4.4391
C -2.5898 -0.4993 -1.4004
P -2.4574 -1.8516 -4.8340
C 1.1861 0.3510 2.2630
H -5.0928 -3.8757 -5.3052
C 0.8752 -6.2536 -2.1993
H -1.3293 -3.5973 8.9335
C -3.2392 -5.9971 7.4929
C -3.3016 0.7290 -1.9416
C -5.1403 -3.7401 -4.2307
H 7.7032 4.8040 5.4422
O -4.3448 -7.5101 6.0645
H 1.9690 5.0044 2.1831
C 2.0869 7.4005 -3.5378
H 1.8875 -6.5880 -2.0543
O 1.8201 3.9084 4.3258
C -1.8418 -4.2262 6.3875
C 2.2875 -0.4338 1.9409
H 0.0852 -1.8414 -4.7616
C -3.2107 -3.1523 -2.6068
C -4.7325 1.0021 -3.8527
H 3.5452 1.0168 -2.7319
C 0.3442 -2.8014 -4.3405
H 2.0261 0.4177 -0.9801
O -3.8975 1.4561 -1.1568
O 0.9093 -3.3938 -1.2219
C -0.6268 -3.2301 -3.1963
C -3.0419 -5.6576 2.5521
C -2.5129 -5.0382 9.9946
C 0.5107 5.1701 -0.8649
H -1.6607 2.0497 -4.1564
H 0.1334 1.5751 -2.4659
C 1.1610 6.4160 -2.9102
H -2.2287 -4.6684 10.9707
H -1.8774 -3.9945 1.7768
H -1.1762 -4.9255 -4.3451
C 3.1488 7.9484 -2.8148
C 5.1000 1.5190 3.4941
H -3.3661 -1.1719 -1.0589
C -2.6165 2.2393 -3.6721
C 2.6244 1.9174 3.3701
H -1.8226 -0.6432 -5.1536
C -3.7474 -6.5947 8.6390
H -3.1824 2.8673 -4.3475
C -3.1126 -5.8428 4.9451
H 2.2885 0.8425 -3.9625
H -3.8169 -1.5287 -4.7045
C -3.6269 -6.5372 6.1595
H -5.3761 -2.7163 -3.9668
H -5.9544 -4.3570 -3.8815
O 4.3704 7.9655 -0.8007
C -2.2291 -4.5310 2.6591
H 3.4880 5.5212 5.2345
I -2.9801 -3.9189 -0.6124
H 2.5375 9.0235 -6.4689
C -2.3732 -4.9069 7.6020
H -1.2089 -3.2051 4.0010
H -4.1166 -7.1812 3.6123
H -2.4045 2.8214 -2.7802
C 0.0046 -2.8738 -1.8273
C 3.5563 -0.0583 2.3485
C 6.7109 4.4803 5.1585
C -1.9339 -2.4213 -3.1327
H -4.4242 -7.4326 8.5483
C -1.5200 -1.1775 -2.2733
C -2.2804 -4.7275 5.0540
C 0.5145 -5.5138 -3.2455
H 3.5386 6.5693 1.0844
C 3.9755 8.8935 -3.4079
C 1.8102 5.2998 1.1555
C 2.6887 6.1773 0.5433
H 2.1987 2.1314 -2.7853
C -3.4824 -6.3094 3.6908
C 2.7057 8.7230 -5.4433
H -3.3358 -6.0309 1.5796
O 6.0556 0.8053 3.2777
O -1.0783 -3.2887 6.4807
H 0.1427 -6.5100 -1.4474
H -5.4203 0.7216 -3.0645
C 1.3916 6.0456 -1.4867
C 6.5361 3.2488 4.5506
C 2.7865 3.2142 4.0776
C -3.3881 -6.1140 9.8859
H 4.7896 9.3209 -2.8397
*
```

The calculation puts the HOMO energy at -8.584 eV. For the LUMO energy, the calculation gives -0.0383 Eh. The value obtained for the HOMO-LUMO gap is 7.5426 eV. For the max |F|, the calculation gives 1.85 eV/Å.